(1)
Here is a single C4H8F2N2 molecule at a distorted geometry from the Open Molecules 2025 dataset. Energies are from wB97M-V/def2-TZVPD.

Each line ends with the Löwdin charge.
Atoms and positions in Å:
1 C 0.97 0.33 0.23  -0.14
2 C -1.79 -0.32 1.10  -0.22
3 H 3.24 0.54 0.15  0.13
4 C 2.30 0.44 -0.54  -0.23
5 F -0.64 -1.98 0.08  -0.04
6 H -1.91 1.33 -0.16  0.11
7 H 2.53 -0.47 -1.17  0.12
8 C -1.90 -1.50 0.25  -0.25
9 H -2.84 0.08 1.35  0.15
10 N -1.25 0.85 0.44  -0.10
11 H 0.92 -0.47 1.05  0.12
12 H -1.26 -0.59 2.04  0.13
13 H -2.40 -1.18 -0.73  0.15
14 N -0.06 1.00 -0.23  0.03
15 F 2.40 1.57 -1.31  -0.06
16 H -2.43 -2.26 0.78  0.11

Values from the calculation:
Total charge: 0
Highest occupied orbital energy in eV: -8.46
F_max in eV Å⁻¹: 3.868
Energy relative to the best compared isomer or geometry (same formula, charge and spin) in eV: 1.875
Kohn-Sham gap in Ha: 0.345

=====

(2)
Here is a 3-piece molecular cluster, C6H15NO2 overall from the Open Molecules 2025 dataset. Energies are from wB97M-V/def2-TZVPD.

Each line ends with the Löwdin charge.
Atoms and positions in Å:
1 H -1.89 -0.33 -2.67  0.06
2 H -2.23 0.02 0.92  0.09
3 O -1.25 1.61 1.67  0.02
4 N 0.74 -1.25 -1.77  0.10
5 H -3.11 0.14 -1.50  0.07
6 H 0.98 0.79 -1.54  0.13
7 H 1.34 1.99 0.52  0.09
8 H 0.30 -1.13 -2.68  0.08
9 C -2.13 0.44 -1.90  -0.22
10 H -2.28 1.40 -2.43  0.07
11 H 2.23 -1.86 0.89  0.09
12 H 0.40 -2.08 -1.31  0.08
13 H -0.76 -0.39 1.93  0.07
14 O -1.17 0.48 -0.91  -0.33
15 H -0.39 1.83 2.06  0.08
16 C 1.23 -1.45 1.08  -0.09
17 C 1.00 -0.13 0.38  -0.40
18 H 0.50 -2.21 0.80  0.07
19 C -1.27 0.32 1.30  0.01
20 C 1.66 1.07 1.00  -0.09
21 H 2.76 1.03 0.94  0.08
22 C 0.75 -0.11 -0.99  -0.20
23 H 1.44 1.14 2.08  0.07
24 H 1.15 -1.33 2.17  0.07

Values from the calculation:
Total charge: 0
Highest occupied orbital energy (spin up / spin down) in eV: -7.11 / -7.11
F_max in eV Å⁻¹: 0.398
Energy relative to the best compared isomer or geometry (same formula, charge and spin) in eV: 5.909
Kohn-Sham gap (spin up / spin down) in Ha: 0.283 / 0.283

=====

(3)
Here is C27H32AlClN3O5S as an isolated structure at a distorted geometry from the Open Molecules 2025 dataset. Energies are from wB97M-V/def2-TZVPD.

Each line ends with the Löwdin charge.
Atoms and positions in Å:
1 C -0.06 -3.36 0.95  -0.25
2 H 1.18 0.60 4.10  0.14
3 C -0.68 0.36 2.94  -0.52
4 C -1.36 0.46 -4.13  -0.04
5 N -0.31 -0.73 1.96  0.10
6 H -2.98 -4.87 0.12  0.09
7 C 0.23 0.04 4.12  -0.03
8 H 1.09 -2.63 -2.83  0.14
9 H 1.37 -2.58 -0.49  0.02
10 C 4.99 3.19 -0.22  -0.09
11 C 0.81 -2.98 2.11  -0.05
12 C -1.25 -4.08 1.11  -0.25
13 H -3.06 0.90 -1.98  0.08
14 H 0.00 2.73 -3.25  0.10
15 C -2.20 1.59 -2.03  -0.03
16 C -2.04 -4.34 -0.01  -0.04
17 C -1.66 -3.93 -1.29  -0.25
18 C -0.41 1.70 2.37  -0.06
19 H -0.84 2.52 2.94  0.11
20 N -0.72 -0.38 -2.02  0.10
21 C 3.84 2.43 -0.06  -0.02
22 C -0.51 -1.30 -2.96  -0.31
23 H -2.64 -5.09 2.39  0.07
24 C -2.15 0.22 3.31  -0.03
25 H 0.44 2.03 -1.73  0.04
26 H -2.07 -3.53 3.04  0.08
27 H -2.49 2.46 -2.64  0.09
28 O 0.20 5.65 -0.90  -0.34
29 C 0.33 -1.67 2.64  -0.32
30 C 0.20 1.78 -2.75  -0.02
31 H 1.86 -2.80 1.79  0.13
32 Al -0.36 -0.67 -0.05  0.30
33 N 0.27 3.47 0.26  -0.08
34 C 3.67 5.24 -0.06  -0.05
35 O -0.77 -0.91 -4.20  0.03
36 O 0.60 1.46 0.12  -0.34
37 H -0.24 0.13 5.11  0.13
38 H 0.79 -3.70 2.94  0.13
39 H -0.99 -4.97 3.08  0.07
40 H -3.04 -3.15 -2.78  0.08
41 C 2.49 4.49 0.10  -0.16
42 H -0.91 1.05 -4.94  0.13
43 C -0.48 -3.21 -1.46  -0.25
44 H 0.67 1.87 2.32  0.09
45 H -2.77 0.73 2.56  0.09
46 O 0.44 5.55 1.61  -0.34
47 H -1.92 1.95 -1.03  0.08
48 H 5.86 5.17 -0.35  0.10
49 H 5.95 2.67 -0.35  0.10
50 C 0.32 -2.90 -0.33  -0.19
51 H -2.43 -0.84 3.35  0.08
52 C -1.03 0.91 -2.72  -0.53
53 S 0.70 4.98 0.29  0.63
54 H -0.39 -3.29 -3.64  0.12
55 O 0.58 -1.38 3.90  0.03
56 H -2.12 -4.59 -3.31  0.07
57 Cl 2.10 -0.45 -0.20  0.27
58 C -2.61 -4.12 -2.45  -0.05
59 H 1.07 1.26 -3.18  0.11
60 H -2.31 0.69 4.29  0.09
61 H -3.45 -4.75 -2.13  0.07
62 H -2.43 0.34 -4.31  0.13
63 H 3.86 1.33 -0.07  0.04
64 H 3.63 6.33 -0.06  0.11
65 C 4.93 4.59 -0.22  -0.08
66 C 1.24 2.58 0.16  -0.49
67 H -0.84 1.79 1.37  0.06
68 C -0.02 -2.70 -2.79  -0.05
69 C -1.76 -4.44 2.48  -0.05
70 C 2.61 3.09 0.09  -0.11

Values from the calculation:
Total charge: -1
Highest occupied orbital energy (spin up / spin down) in eV: -1.74 / -1.51
F_max in eV Å⁻¹: 6.113
Energy relative to the best compared isomer or geometry (same formula, charge and spin) in eV: 1.485
Kohn-Sham gap (spin up / spin down) in Ha: 0.164 / 0.152

=====

(4)
Here is C10H7LaN2O5 as an isolated structure at a distorted geometry from the Open Molecules 2025 dataset. Energies are from wB97M-V/def2-TZVPD.

Each line ends with the Löwdin charge.
Atoms and positions in Å:
1 H -1.00 -1.97 5.03  0.13
2 C 1.09 -1.97 2.43  0.02
3 O -0.26 4.94 -4.25  0.12
4 H 1.92 -2.54 2.84  0.13
5 H 3.15 -0.77 -2.48  -0.21
6 N -0.19 -2.17 4.46  0.18
7 H -2.04 -0.75 3.09  0.14
8 H 0.56 -2.68 4.91  0.13
9 O 2.24 2.80 -3.59  0.13
10 C 0.15 2.14 -1.16  -0.14
11 O -1.96 1.85 -3.66  0.09
12 H 2.10 -1.62 0.52  0.08
13 C -0.19 3.82 -4.29  0.01
14 C -1.09 -0.96 2.57  0.02
15 La 1.31 -0.31 -1.85  1.74
16 C -1.85 -0.73 -2.47  -0.07
17 C -0.07 -1.71 3.19  -0.27
18 O -0.08 3.21 -0.78  0.17
19 C -1.69 1.37 -2.61  -0.07
20 O -2.86 -1.26 -2.70  0.15
21 C 1.19 -1.47 1.13  -0.18
22 C 1.98 1.89 -2.91  -0.15
23 C -0.92 -0.48 1.28  -0.11
24 N 0.21 -0.74 0.52  -0.17
25 H -1.70 0.11 0.78  0.12

Values from the calculation:
Total charge: +2
Highest occupied orbital energy in eV: -15.41
F_max in eV Å⁻¹: 8.714
Energy relative to the best compared isomer or geometry (same formula, charge and spin) in eV: 2.884
Kohn-Sham gap in Ha: 0.231